(1)
The following is a quantum chemistry calculation of 2 unconnected molecules or ions with the total composition C3H7N3 at a distorted geometry, from OMol25.

Summary:
LUMO (eV): -8.9
Energy above the lowest of the compared OMol25 structures with the same formula, charge and spin (kcal per mole): 59.24
Energy (Eh): -281.99296
Charge: +2
Highest occupied orbital energy (hartree): -0.7240
Molar mass (g mol⁻¹): 85.110
Orbital gap (eV): 10.828

Geometry as XYZ:
```
13
Properties=species:S:1:pos:R:3:forces:R:3
C 0.9151 -0.0936 -1.1429 0.6 0.1 -2.9
C -1.9203 0.8902 0.8534 4.7 -2.4 -0.1
C 1.9077 -0.7163 -0.6363 -0.6 -0.9 -0.9
N -0.8607 0.4399 0.6442 -2.2 0.6 -1.0
N 2.7326 -1.6072 -0.3178 1.9 3.4 -1.5
N -3.0244 1.3401 1.0037 -5.8 4.4 1.2
H 0.4910 -0.5217 -2.1137 0.7 -0.1 1.3
H -0.1746 -0.0221 1.1464 1.5 -0.6 1.4
H 0.7933 0.9593 -1.2264 -0.5 0.9 1.1
H 3.7199 -1.4633 -0.6202 -0.7 -0.7 0.2
H 2.3919 -2.4285 0.0280 -0.5 -3.0 2.0
H -3.8638 0.7993 1.3332 0.9 0.4 -0.6
H -3.1078 2.4238 1.0485 -0.1 -2.2 0.0
```
Forces are in eV/Å.



(2)
The following is a quantum chemistry calculation of a molecular structure, C28H41N2NiO5S3Sb at a distorted geometry, from OMol25.

Summary:
LUMO (spin up / spin down) (eV): 4.3 / 4.2
Energy above the lowest of the compared OMol25 structures with the same formula, charge and spin (kcal per mole): 39.99
Energy (Eh): -4520.38416
Charge: -2
Highest occupied orbital energy (spin up / spin down) (hartree): -0.0408 / -0.0186
Molar mass (g mol⁻¹): 762.299
Multiplicity: 3
Orbital gap (spin up / spin down) (eV): 5.421 / 4.738

Geometry as XYZ:
```
81
Properties=species:S:1:pos:R:3:forces:R:3
Ni 0.8638 0.0493 -0.6387 0.6 -0.8 0.3
C 2.0832 1.9834 1.9231 0.0 0.1 0.0
C 2.3077 0.5303 1.6085 0.0 0.0 -0.3
N 2.8750 0.2188 0.4911 0.3 0.1 0.3
N 3.4192 -1.0622 0.4410 -0.1 0.2 0.1
C 3.0880 -1.8451 -0.5055 0.0 -0.4 -0.1
S 1.8960 -1.7312 -1.7360 0.0 0.3 -0.2
S 4.0306 -3.4019 -0.4415 -0.1 -0.1 0.0
C 3.5694 -3.9434 1.2195 0.1 -0.1 0.1
C 2.1801 -4.5118 1.4183 0.0 -0.2 -0.1
C 1.1902 -4.4533 0.4454 0.1 0.0 0.2
C -0.0809 -4.9445 0.7099 0.0 -0.1 -0.1
C -0.3767 -5.5176 1.9346 0.0 -0.2 0.0
C 0.6099 -5.5897 2.9097 0.0 -0.2 0.0
C 1.8714 -5.0830 2.6524 0.1 -0.2 -0.1
C 1.8279 -0.5004 2.5520 0.0 0.0 -0.2
C 2.3307 -0.6423 3.8316 0.1 0.1 0.0
C 1.9119 -1.6669 4.6732 0.0 0.0 0.1
C 0.9616 -2.5620 4.1891 -0.1 0.1 0.1
C 0.4166 -2.4213 2.9305 -0.2 0.3 0.0
C 0.7906 -1.3596 2.0660 -0.1 0.1 0.2
O 0.2017 -1.1638 0.9390 0.1 0.0 0.0
H 2.9293 2.5787 1.5765 0.0 0.0 0.0
H 1.1823 2.3580 1.4355 0.0 0.0 0.0
H 1.9675 2.1107 3.0016 0.0 0.0 0.0
H 4.3132 -4.6997 1.4893 0.0 0.0 0.0
H 3.7070 -3.0999 1.9008 0.0 0.1 -0.1
H 1.4038 -3.9743 -0.4981 0.0 0.0 -0.1
H -0.8507 -4.8536 -0.0472 0.0 0.0 0.0
H -1.3747 -5.8892 2.1383 0.0 0.0 0.0
H 0.3880 -6.0212 3.8798 0.0 0.0 0.0
H 2.6287 -5.1019 3.4295 0.0 0.0 0.0
H 3.0987 0.0499 4.1661 0.0 0.0 0.0
H 2.3290 -1.7760 5.6670 0.0 0.0 0.0
H 0.6402 -3.3952 4.8083 0.0 0.0 0.0
H -0.3148 -3.1332 2.5624 0.1 0.2 0.1
O -1.2575 2.9035 -2.3985 0.0 0.1 -0.2
S -0.5181 1.9154 -1.6452 -0.6 0.3 -0.2
O 0.7261 1.4932 -2.2705 0.0 -0.3 -0.1
O -1.4548 0.6175 -1.5569 -0.1 0.4 0.1
O -0.3235 2.2729 -0.2346 -0.1 0.2 0.3
C -2.5829 -0.8226 3.7491 0.0 0.0 -0.1
C -3.3982 0.4168 3.6513 0.0 0.0 0.2
C -2.6759 1.7050 3.8493 0.0 0.0 0.0
C -4.8238 0.3332 4.0816 0.0 0.0 0.0
Sb -2.4580 0.4501 0.2249 0.1 -0.1 -0.3
C -3.3578 -1.4197 -0.5534 0.0 0.0 0.0
C -4.6476 -1.7360 0.2004 0.0 0.0 -0.1
C -2.3211 -2.4970 -0.2189 0.0 0.1 0.0
C -3.6165 -1.4433 -2.0552 0.0 0.1 0.0
C -3.9904 1.9791 -0.2443 -0.1 0.0 0.1
C -4.4682 1.9994 -1.6873 0.0 -0.1 0.0
C -3.3753 3.3359 0.1056 -0.1 0.0 0.0
C -5.1723 1.7590 0.7015 0.0 0.0 0.0
H -2.2506 -0.9791 4.7901 0.0 0.0 0.0
H -1.6779 -0.7759 3.1440 0.0 0.0 0.0
H -3.1432 -1.7131 3.4531 0.0 0.0 0.0
H -2.3281 1.7899 4.8940 0.0 0.0 0.0
H -3.3083 2.5717 3.6433 0.0 0.0 0.0
H -1.7870 1.7662 3.2175 0.0 0.0 0.0
H -4.8875 0.0798 5.1554 0.0 0.0 0.0
H -5.3646 -0.4527 3.5467 0.0 0.0 0.0
H -5.3577 1.2748 3.9387 0.0 0.0 0.0
H -4.5334 -1.6363 1.2832 0.0 0.0 0.1
H -4.9362 -2.7766 0.0031 0.0 0.0 0.0
H -5.4783 -1.1023 -0.1173 0.0 0.0 0.0
H -2.1216 -2.5620 0.8530 0.0 0.0 0.0
H -1.3536 -2.3157 -0.6924 0.0 0.0 0.0
H -2.7035 -3.4699 -0.5582 0.0 0.0 0.0
H -4.4952 -0.8572 -2.3326 0.0 0.0 0.0
H -3.7998 -2.4800 -2.3694 0.0 0.0 0.0
H -2.7644 -1.0671 -2.6202 0.0 0.0 0.0
H -3.6355 2.1133 -2.3811 0.0 0.0 0.0
H -5.1494 2.8511 -1.8311 0.0 0.0 0.0
H -5.0219 1.0935 -1.9457 0.0 0.0 0.0
H -2.5637 3.6028 -0.5638 0.1 0.0 -0.1
H -2.9920 3.3534 1.1297 0.0 0.0 0.0
H -4.1557 4.1067 0.0297 0.0 0.0 0.0
H -5.6473 0.7824 0.5921 0.0 0.0 0.0
H -5.9379 2.5216 0.5024 0.0 0.0 0.0
H -4.8713 1.8681 1.7460 0.0 0.0 0.0
```
Forces are in eV/Å.



(3)
The following is a quantum chemistry calculation of a molecular structure, C2H11N3O at a distorted geometry, from OMol25.

Summary:
LUMO (eV): 0.7
Energy above the lowest of the compared OMol25 structures with the same formula, charge and spin (kcal per mole): 72.81
Energy (Eh): -322.16870
Highest occupied orbital energy (hartree): -0.3226
Molar mass (g mol⁻¹): 93.130
Orbital gap (eV): 9.460

Geometry as XYZ:
```
17
Properties=species:S:1:pos:R:3:forces:R:3
C 0.9328 1.7269 0.0869 0.1 -1.3 -3.0
C 0.6337 0.9692 -1.4649 0.9 1.9 1.8
O 0.0285 1.5701 1.0668 -2.6 -2.4 0.9
H -0.6189 0.5095 0.9987 2.0 2.2 0.1
H 1.9310 1.3351 0.3348 0.1 0.2 0.1
H 1.0044 2.7832 -0.1995 0.2 -0.1 0.1
H 0.9771 -0.0599 -1.5878 -0.3 -0.2 0.2
H -0.3741 1.1697 -1.8310 -0.1 -0.3 0.2
H 1.3094 1.5447 -2.0975 0.0 0.0 -0.2
N -0.7354 -0.8239 0.5475 0.8 0.6 -1.3
N 0.1211 -1.7534 1.2366 -0.1 0.5 -0.1
N -2.0071 -1.3227 0.2102 -0.1 -0.3 -0.1
H -0.2612 -0.4551 -0.3342 -1.1 -1.0 1.3
H 0.7174 -1.1680 1.8226 0.0 -0.3 -0.1
H 0.7103 -2.2530 0.5709 -0.1 0.1 0.1
H -2.4501 -1.6558 1.0652 0.1 0.2 -0.2
H -1.9189 -2.1166 -0.4255 0.0 0.1 0.2
```
Forces are in eV/Å.



(4)
The following is a quantum chemistry calculation of a molecular structure, C2H5ClS at a distorted geometry, from OMol25.

Summary:
LUMO (eV): 0.9
Energy above the lowest of the compared OMol25 structures with the same formula, charge and spin (kcal per mole): 19.84
Energy (Eh): -937.52658
Highest occupied orbital energy (hartree): -0.3459
Molar mass (g mol⁻¹): 96.582
Orbital gap (eV): 10.306

Geometry as XYZ:
```
9
Properties=species:S:1:pos:R:3:forces:R:3
C 0.4364 1.1365 0.6387 -1.0 -3.8 -1.9
C 0.0333 -0.4523 -0.4458 1.0 3.3 2.2
S -0.9177 -1.6121 0.5310 0.1 0.3 0.0
Cl -0.8075 0.1453 -1.8695 -0.1 -0.1 -0.3
H 1.4911 1.0638 0.8349 0.3 0.1 0.1
H 0.1429 1.9710 0.0286 0.0 0.2 -0.2
H -0.1751 0.9990 1.5166 -0.1 0.1 0.2
H 1.0040 -0.8436 -0.7299 -0.1 0.0 -0.1
H -1.2076 -2.4077 -0.5047 0.0 -0.2 0.0
```
Forces are in eV/Å.



(5)
The following is a quantum chemistry calculation of 2 unconnected molecules or ions with the total composition C3H8NO2S at a distorted geometry, from OMol25.

Summary:
LUMO (eV): 3.3
Energy above the lowest of the compared OMol25 structures with the same formula, charge and spin (kcal per mole): 24.20
Energy (Eh): -722.59350
Charge: -1
Highest occupied orbital energy (hartree): -0.1551
Molar mass (g mol⁻¹): 122.169
Orbital gap (eV): 7.543

Geometry as XYZ:
```
15
Properties=species:S:1:pos:R:3:forces:R:3
C -1.6127 0.4499 0.0518 -0.3 0.1 -0.5
C -1.7130 -0.4797 1.3076 -0.4 0.2 -1.6
S -0.9678 -2.0882 0.9153 -0.1 -0.5 0.1
H -2.2912 0.1370 -0.8038 0.5 0.3 1.1
H -0.5609 0.3942 -0.3562 -1.1 0.3 0.6
H -1.8756 1.5218 0.3497 0.4 -1.4 -0.4
H -1.0588 -0.0412 2.0214 0.1 0.4 1.0
H -2.7517 -0.6623 1.6446 0.6 0.4 0.0
H -1.2038 -2.6588 2.1234 0.0 0.2 -0.3
N 2.8970 1.0444 -1.5294 0.3 -0.3 0.1
C 1.7269 0.3720 -0.9918 0.4 0.4 0.9
O 1.0868 -0.3213 -1.8002 -0.3 -0.1 0.0
O 1.5113 0.6071 0.2423 0.2 -0.3 -1.2
H 3.5797 1.1126 -0.7683 -0.1 0.0 -0.8
H 3.2338 0.6126 -2.4064 -0.2 0.3 1.1
```
Forces are in eV/Å.



(6)
The following is a quantum chemistry calculation of a gas-phase ion, C21H25F2O (charge +1) at a distorted geometry, from OMol25.

Summary:
LUMO (eV): -4.9
Energy (Eh): -1089.85820
Charge: +1
Highest occupied orbital energy (hartree): -0.4319
Molar mass (g mol⁻¹): 331.426
Orbital gap (eV): 6.897

Geometry as XYZ:
```
49
Properties=species:S:1:pos:R:3:forces:R:3
C -1.2123 1.7723 4.3089 0.0 0.0 0.7
C -1.8434 1.8776 2.9565 -0.4 -0.1 0.5
O -0.7232 1.8192 2.0542 -0.2 0.1 -2.6
C -0.8444 1.6846 0.7902 -0.3 0.6 1.9
C 0.3774 1.8740 0.0137 -0.2 1.8 2.1
C 0.0538 3.2281 -0.7343 -0.1 0.1 -0.3
C 1.4910 2.3126 1.0176 0.2 0.5 0.1
H -2.0021 1.7446 5.0508 -0.1 0.0 0.2
H -0.6172 0.8614 4.4029 -0.2 0.0 -0.1
H -0.5580 2.6184 4.5482 -0.2 -0.1 -0.2
H -2.4737 1.0280 2.7001 -0.3 0.1 0.2
H -2.3378 2.8428 2.8022 0.0 -0.3 -0.1
H -1.8348 1.5169 0.2988 0.6 -0.1 0.7
H 0.9647 3.5753 -1.2708 -0.7 -0.3 0.2
H -0.8306 3.2196 -1.3938 0.8 0.0 0.1
H -0.1505 3.9593 0.0784 0.1 -0.3 -0.7
H 2.4733 2.3606 0.5164 -0.5 -0.2 0.2
H 1.2647 3.3566 1.3339 0.2 -0.8 -0.1
H 1.5164 1.6998 1.9332 0.3 0.2 -0.7
C -2.4461 -1.0952 -5.3054 -0.4 0.1 -0.5
C -1.7802 -0.7302 -4.0231 -0.3 0.5 0.1
C -0.7805 -1.5189 -3.4741 0.0 -0.4 0.0
F -0.4289 -2.6647 -4.1450 -0.2 1.0 0.8
C -0.1350 -1.1786 -2.3013 0.2 -0.1 -0.3
C -0.4467 0.0132 -1.6160 0.3 0.3 -1.0
C 0.6106 0.5681 -0.6331 0.2 -4.2 -1.2
C 0.9656 -0.6839 0.3595 0.5 -0.1 -0.5
C 0.3221 -1.9502 0.4220 -0.4 0.2 0.2
C 0.8892 -3.0177 1.1248 -0.2 0.0 -0.3
F 0.2705 -4.2462 1.1363 0.2 1.3 -0.1
C 2.1072 -2.9304 1.7740 0.2 0.4 0.0
C 2.6803 -4.0795 2.5334 0.3 -0.2 0.4
C 2.7790 -1.7102 1.6630 -0.3 -0.1 -0.1
C 2.2264 -0.6528 0.9446 0.5 0.4 0.2
C -1.4966 0.7688 -2.1289 0.2 0.0 0.2
C -2.1431 0.4197 -3.3109 -0.1 -0.2 0.0
H -2.9609 -0.2103 -5.7079 0.1 -0.4 0.0
H -1.7323 -1.4607 -6.0534 -0.2 0.1 0.2
H -3.1992 -1.8813 -5.1555 0.2 0.1 0.0
H 0.6409 -1.8536 -1.9600 0.1 0.2 -0.1
H 1.5060 0.6431 -1.2623 0.0 0.2 0.2
H -0.5888 -2.1830 -0.1171 -0.1 0.2 0.2
H 3.4397 -3.6946 3.2290 -0.2 -0.2 -0.2
H 1.9076 -4.5998 3.1130 0.2 0.1 -0.2
H 3.1691 -4.8205 1.8818 -0.2 0.3 0.1
H 3.7624 -1.6025 2.1304 -0.3 0.0 -0.2
H 2.8422 0.2282 0.7924 0.0 -0.2 0.2
H -1.7630 1.6901 -1.6264 -0.2 -0.1 -0.4
H -2.9307 1.0819 -3.6909 0.3 -0.4 0.1
```
Forces are in eV/Å.



(7)
The following is a quantum chemistry calculation of a molecular structure, C18H32GeInO3SbSe4 at a distorted geometry, from OMol25.

Summary:
LUMO (spin up / spin down) (eV): 2.5 / 0.7
Energy (Eh): -13044.03397
Charge: -1
Highest occupied orbital energy (spin up / spin down) (hartree): -0.1492 / -0.1486
Molar mass (g mol⁻¹): 921.479
Multiplicity: 2
Orbital gap (spin up / spin down) (eV): 6.521 / 4.792

Geometry as XYZ:
```
60
Properties=species:S:1:pos:R:3:forces:R:3
In 0.1713 -0.0711 -0.5051 0.5 0.5 0.7
C -3.8113 1.2171 0.1385 0.3 -0.2 0.0
C -3.2709 -0.1511 -0.3007 -1.0 0.3 -0.4
C -3.1837 -0.1940 -1.8275 0.3 0.0 0.3
C -4.2139 -1.2656 0.1731 0.3 0.2 0.1
O -1.9857 -0.3447 0.2399 1.3 -0.4 0.6
Ge -1.4618 -1.1374 1.9604 0.4 0.1 -0.6
O 0.0170 0.1220 1.8214 -1.0 -0.5 -0.9
C 0.9755 0.4660 2.7937 0.6 0.2 0.7
C 0.2810 0.7312 4.1363 0.0 -0.2 -0.4
C 2.0058 -0.6597 2.9514 -0.3 0.1 -0.2
C 1.6790 1.7460 2.3351 -0.3 -0.3 -0.1
O -0.4325 -2.3373 0.9027 -0.1 1.0 0.3
C -0.4898 -3.7338 0.8457 0.0 -0.8 0.0
C -1.0135 -4.1655 -0.5347 0.1 0.3 0.2
C 0.9243 -4.2926 1.0762 -0.3 0.2 -0.1
C -1.4181 -4.2980 1.9300 0.2 0.3 -0.2
H -4.7866 1.4066 -0.3083 -0.1 0.0 0.0
H -3.9006 1.2486 1.2245 0.0 0.0 0.1
H -3.1176 1.9976 -0.1736 0.0 0.0 0.0
H -4.1694 -0.0819 -2.2744 -0.1 0.0 0.0
H -2.5456 0.6190 -2.1775 0.0 0.0 -0.1
H -2.7517 -1.1436 -2.1505 -0.1 0.0 0.0
H -5.1888 -1.1789 -0.3067 0.0 0.0 0.0
H -3.7799 -2.2323 -0.0776 0.0 -0.1 0.0
H -4.3369 -1.2024 1.2554 -0.1 -0.1 0.0
H -0.1532 -0.1944 4.5164 0.0 0.0 0.1
H 0.9959 1.1186 4.8590 0.0 0.0 0.1
H -0.5145 1.4592 3.9906 -0.1 0.1 0.0
H 1.4978 -1.5713 3.2664 0.0 -0.1 0.0
H 2.4870 -0.8468 1.9918 0.1 -0.1 0.0
H 2.7600 -0.3938 3.6901 0.1 0.0 0.1
H 0.9443 2.5372 2.1914 0.0 0.1 0.0
H 2.4199 2.0656 3.0652 0.1 0.0 0.1
H 2.1694 1.5638 1.3810 0.0 0.1 0.0
H -0.6010 -3.5118 -1.3032 0.1 0.0 -0.1
H -0.7316 -5.1923 -0.7554 0.0 -0.2 0.0
H -2.0978 -4.0788 -0.5681 -0.1 0.0 -0.1
H 1.5877 -3.9877 0.2712 0.1 0.0 0.0
H 1.3130 -3.8948 2.0106 0.1 0.0 0.1
H 0.9033 -5.3794 1.1264 0.0 -0.1 0.0
H -2.4291 -3.9141 1.7948 -0.1 0.0 0.0
H -1.4370 -5.3838 1.8777 0.0 -0.1 0.0
H -1.0628 -3.9854 2.9110 0.0 -0.1 0.2
Se -1.4239 -1.0740 -4.9414 -0.4 -0.1 -0.3
Sb 0.3754 2.0144 -3.5322 0.5 0.4 -0.2
Se -0.1279 2.4496 -1.0151 0.0 -0.6 -0.1
Se 0.0998 -0.6701 -3.3732 0.3 -0.2 0.0
Se 2.7838 2.1761 -3.7142 -0.3 0.0 0.0
C 4.7316 -1.8780 -1.5287 0.2 0.0 0.0
C 3.6079 -2.6288 -1.8246 -0.1 -0.1 -0.1
C 2.3517 -2.1495 -1.4891 0.1 -0.3 -0.1
C 2.2161 -0.9257 -0.8626 -1.5 0.5 0.3
C 3.3392 -0.1727 -0.5743 0.1 0.1 0.0
C 4.5977 -0.6532 -0.9000 0.1 0.1 0.1
H 5.7124 -2.2410 -1.8003 0.1 0.0 0.0
H 3.7024 -3.5747 -2.3410 0.0 -0.1 0.0
H 1.4697 -2.7311 -1.7425 0.1 0.0 0.0
H 3.2505 0.8082 -0.1246 0.0 0.0 -0.1
H 5.4706 -0.0562 -0.6772 0.1 0.1 0.0
```
Forces are in eV/Å.



(8)
The following is a quantum chemistry calculation of a single C2H3Cl2N molecule at a distorted geometry, from OMol25.

Summary:
LUMO (spin up / spin down) (eV): 0.8 / 0.8
Energy above the lowest of the compared OMol25 structures with the same formula, charge and spin (kcal per mole): 40.49
Energy (Eh): -1053.05848
Highest occupied orbital energy (spin up / spin down) (hartree): -0.2607 / -0.2610
Molar mass (g mol⁻¹): 111.959
Orbital gap (spin up / spin down) (eV): 7.851 / 7.863

Geometry as XYZ:
```
8
Properties=species:S:1:pos:R:3:forces:R:3
C 1.0917 -0.3958 -0.2817 0.8 -0.4 -0.3
C -1.1483 0.2884 0.0560 -1.1 0.3 -0.2
N -0.1811 -0.3016 -0.6135 0.0 0.0 0.0
Cl 2.0392 -1.5856 -1.1050 0.0 0.0 0.0
Cl -2.6348 0.6003 -0.7843 0.2 -0.1 0.1
H 1.4465 -0.0822 0.6809 -0.1 0.2 0.1
H -0.9600 0.8796 0.9305 0.1 0.0 0.1
H -0.4518 -0.7387 -1.4946 0.1 0.1 0.2
```
Forces are in eV/Å.



> energy of number 4 (C2H5ClS)?

-937.52658 Eh